one:
DFT (ωB97M-V/def2-TZVPD) results for 2 unconnected molecules or ions with the total composition C2H4N2S2.

Properties
Lowest unoccupied orbital energy = -1.3 eV
2S+1 = 1
Frontier orbital gap = 7.131 eV
Structure (SMILES) = S=NN=S.C=C

```
10
C2H4N2S2, DFT ωB97M-V/def2-TZVPD
S 0.65 2.42 1.44
N 0.59 0.84 1.24
N 0.70 -0.21 1.79
S 0.78 -1.70 1.84
C -0.50 0.39 -0.90
C -0.34 -0.84 -1.21
H 0.19 1.11 -1.19
H -1.57 0.64 -0.48
H -1.06 -1.49 -0.80
H 0.57 -1.16 -1.73
```

two:
DFT (ωB97M-V/def2-TZVPD) results for a single C2H4N2S2 molecule.

Properties
Lowest unoccupied orbital energy = -0.6 eV
2S+1 = 1
Frontier orbital gap = 8.265 eV
Structure (SMILES) = N/N=C\SC=S

```
10
C2H4N2S2, DFT ωB97M-V/def2-TZVPD
N 0.81 1.12 -0.27
N 1.58 -0.03 0.08
C 1.00 -1.12 0.17
S -0.67 -1.42 -0.31
C -1.51 -0.10 0.31
S -3.13 -0.02 -0.07
H -0.04 1.19 -0.94
H 1.39 2.09 -0.38
H 1.56 -2.18 0.26
H -0.98 0.47 1.15
```

three:
DFT (ωB97M-V/def2-TZVPD) results for 2 unconnected molecules or ions with the total composition C2H4N2S2.

Properties
Lowest unoccupied orbital energy = -1.2 eV
2S+1 = 1
Frontier orbital gap = 7.211 eV

```
10
C2H4N2S2, DFT ωB97M-V/def2-TZVPD
C -0.31 -0.02 0.77
C 0.40 0.44 -0.22
H -2.68 -2.02 1.98
H -1.11 -1.16 3.38
H -0.15 0.68 1.72
H 0.10 -1.85 -0.93
N -1.55 -1.54 2.01
N -1.23 -1.11 0.74
S 0.41 -0.60 -1.61
S 1.01 1.87 -0.19
```

We find two to be the most stable, with the next structure 133.2 kJ/mol higher.

one:
DFT (ωB97M-V/def2-TZVPD) results for 2 unconnected molecules or ions with the total composition CH4O2.

Properties
Lowest unoccupied orbital energy = -0.1 eV
2S+1 = 1
Frontier orbital gap = 10.747 eV
Structure (SMILES) = C=O.O

```
7
CH4O2, DFT ωB97M-V/def2-TZVPD
C -1.65 0.03 -0.05
O -0.55 0.26 0.53
H -2.17 -0.87 0.12
H -1.98 0.69 -0.88
O 1.96 -0.18 -0.31
H 1.25 0.41 -0.18
H 1.44 -1.01 -0.47
```

two:
DFT (ωB97M-V/def2-TZVPD) results for a molecular structure, CH4O2.

Properties
Lowest unoccupied orbital energy = 0.8 eV
2S+1 = 1
Frontier orbital gap = 11.629 eV

```
7
CH4O2, DFT ωB97M-V/def2-TZVPD
C 0.17 0.06 0.43
O -0.87 0.76 0.40
O 1.35 0.55 0.04
H 1.34 1.44 -0.36
H -1.37 -0.84 -0.54
H 0.21 -0.82 1.07
H -0.83 -1.14 -1.04
```

We find one to be the most stable, with the next structure 49.5 kJ/mol higher.

one:
DFT (ωB97M-V/def2-TZVPD) results for a molecular structure, C5H8Br2N2.

Properties
Lowest unoccupied orbital energy (alpha / beta) = 0.7 / 0.7 eV
2S+1 = 1
Frontier orbital gap (alpha / beta) = 8.610 / 8.609 eV

```
17
C5H8Br2N2, DFT ωB97M-V/def2-TZVPD
C -1.33 0.12 -0.62
C 0.54 -0.69 0.40
C -0.26 -0.69 -0.79
C 0.21 -1.27 -2.05
C 0.57 0.23 2.75
N -1.09 0.63 1.19
N 0.01 -0.02 1.41
Br -2.78 0.49 -1.65
Br 0.32 2.70 -2.09
H -0.89 2.82 -1.48
H 1.55 -1.02 0.63
H -0.56 -1.86 -2.54
H 1.12 -1.80 -1.82
H 0.42 -0.51 -2.76
H 0.79 -0.67 3.36
H 1.48 0.73 2.74
H -0.11 0.82 3.29
```

two:
DFT (ωB97M-V/def2-TZVPD) results for a single C5H8Br2N2 molecule.

Properties
Lowest unoccupied orbital energy = -0.3 eV
2S+1 = 1
Frontier orbital gap = 8.657 eV

```
17
C5H8Br2N2, DFT ωB97M-V/def2-TZVPD
C 0.92 0.75 -0.58
C 2.89 -0.58 0.21
C 0.27 0.97 -1.94
C -1.16 -1.16 1.95
C -0.27 -0.10 1.34
N 2.32 0.40 -0.58
N 0.19 -0.19 0.16
Br 0.75 2.73 0.43
Br 4.71 -0.74 -0.13
H 0.71 1.88 -2.50
H 0.35 0.13 -2.68
H -0.75 1.16 -1.82
H -1.94 -0.60 2.50
H -1.48 -1.75 1.03
H -0.78 -1.94 2.67
H 0.09 0.65 2.01
H 2.99 0.73 -1.29
```

We find two to be the most stable, with the next structure 71.8 kJ/mol higher.